Model a:
Entry from the OMol25 dataset: a 2-piece molecular cluster, C5H13N2O overall (ωB97M-V/def2-TZVPD).

Computed properties:
- LUMO (alpha / beta) (eV) = 0.75 / 0.70
- net charge = 0
- spin multiplicity = 2
- Kohn-Sham gap (alpha / beta) (eV) = 4.385 / 10.080

Positions of all 21 atoms, in Å:
C (-1.276, 1.006, 1.362)
C (-2.356, 1.399, 0.703)
N (-3.195, 0.587, -0.048)
N (-0.485, 1.937, 2.180)
H (-0.840, 0.027, 1.294)
H (-2.697, 2.423, 0.773)
H (-3.505, 1.017, -0.910)
H (-2.846, -0.348, -0.210)
H (0.513, 2.011, 1.852)
H (-0.460, 1.646, 3.192)
H (-0.884, 2.904, 2.162)
C (2.598, -1.786, -1.102)
O (2.996, -2.475, -2.288)
C (1.419, -0.922, -1.437)
C (0.246, -1.029, -0.834)
H (3.409, -1.132, -0.771)
H (2.344, -2.488, -0.307)
H (3.952, -2.568, -2.293)
H (1.583, -0.168, -2.197)
H (-0.534, -0.318, -1.089)
H (0.017, -1.722, -0.034)

Model b:
Entry from the OMol25 dataset: one molecule with the formula C5H13N2O (ωB97M-V/def2-TZVPD).

Computed properties:
- LUMO (alpha / beta) (eV) = 1.02 / -1.91
- net charge = 0
- spin multiplicity = 2
- Kohn-Sham gap (alpha / beta) (eV) = 9.666 / 6.733

Positions of all 21 atoms, in Å:
C (-1.205, -0.321, -0.739)
N (-0.324, -1.472, -0.292)
C (-0.590, -1.932, 1.112)
C (-0.082, -0.964, 2.332)
O (0.909, -0.102, 2.126)
C (-0.432, 0.786, -1.446)
N (0.335, 1.714, -0.596)
C (1.661, 2.024, -1.202)
H (-1.997, 0.051, -0.057)
H (-1.757, -0.804, -1.533)
H (0.630, -1.106, -0.245)
H (-0.422, -2.981, 1.321)
H (-1.691, -1.803, 1.179)
H (-1.063, -0.449, 2.449)
H (0.277, -1.596, 3.166)
H (-1.172, 1.402, -1.969)
H (0.321, 0.202, -2.033)
H (0.541, 1.298, 0.295)
H (1.974, 3.045, -1.077)
H (1.707, 1.600, -2.195)
H (2.377, 1.408, -0.597)

Model c:
Entry from the OMol25 dataset: a 2-piece molecular cluster, C5H13N2O overall (ωB97M-V/def2-TZVPD).

Computed properties:
- LUMO (alpha / beta) (eV) = 0.51 / 0.41
- net charge = 0
- spin multiplicity = 2
- Kohn-Sham gap (alpha / beta) (eV) = 3.988 / 8.479

Positions of all 21 atoms, in Å:
C (-2.586, -0.658, 2.004)
C (-1.926, -0.235, 0.693)
C (-1.578, -1.156, -0.264)
N (-1.875, 1.116, 0.442)
H (-3.721, -0.598, 1.885)
H (-2.327, 0.012, 2.821)
H (-2.311, -1.696, 2.213)
H (-1.476, -1.047, -1.337)
H (-1.658, -2.185, 0.081)
H (-2.434, 1.732, 1.033)
H (-1.800, 1.407, -0.534)
O (3.391, 0.317, -1.120)
C (2.371, 0.914, -1.409)
C (1.090, 0.397, -0.853)
N (1.396, -0.571, 0.224)
H (2.317, 1.813, -2.068)
H (0.437, 1.231, -0.577)
H (0.632, -0.249, -1.667)
H (0.556, -1.225, 0.272)
H (2.322, -1.043, 0.031)
H (1.463, -0.068, 1.126)

Energies in kcal/mol, measured from the most stable structure: model a 18.8; model b 2.2; model c 0.0.

Model a:
Entry from the OMol25 dataset: a 2-piece molecular cluster, H3S3 overall (ωB97M-V/def2-TZVPD).

Computed properties:
- LUMO (eV) = 3.59
- net charge = -1
- Kohn-Sham gap (eV) = 6.337

Positions of all 6 atoms, in Å:
S (-1.609, -0.617, 0.441)
H (-2.468, -1.635, 0.252)
S (2.076, 0.697, 0.392)
S (-0.526, -0.685, -1.334)
H (1.598, 1.901, 0.665)
H (0.929, 0.339, -0.417)

Model b:
Entry from the OMol25 dataset: a 2-piece molecular cluster, H3S3 overall (ωB97M-V/def2-TZVPD).

Computed properties:
- LUMO (eV) = 3.47
- net charge = -1
- Kohn-Sham gap (eV) = 6.976

Positions of all 6 atoms, in Å:
S (0.397, -0.672, 1.950)
H (0.961, -0.014, 0.905)
S (0.483, 1.128, -1.223)
S (-1.437, -0.719, 0.949)
H (0.395, 0.452, -2.381)
H (-0.798, -0.174, -0.199)

Energies in kcal/mol, measured from the most stable structure: model a 0.0; model b 1.6.

Model a:
Entry from the OMol25 dataset: a 2-piece molecular cluster, C3H10NO2 overall (ωB97M-V/def2-TZVPD).

Computed properties:
- LUMO (alpha / beta) (eV) = -11.40 / -15.16
- net charge = +2
- spin multiplicity = 2
- Kohn-Sham gap (alpha / beta) (eV) = 8.267 / 4.431

Positions of all 16 atoms, in Å:
O (0.929, -1.925, -0.424)
C (0.362, -1.381, -1.334)
C (-0.288, -0.062, -1.086)
C (-1.789, 0.270, -0.955)
N (0.304, 0.505, 0.250)
H (0.024, -1.964, -2.253)
H (0.117, 0.512, -1.870)
H (-2.195, -0.489, -0.349)
H (-2.376, 0.592, -1.798)
H (-1.774, 1.147, -0.346)
H (-0.610, 0.950, 0.871)
H (0.972, 1.284, 0.206)
H (0.750, -0.369, 0.684)
H (2.511, 0.528, 3.037)
H (1.160, 0.029, 2.921)
O (1.903, 0.372, 2.446)

Model b:
Entry from the OMol25 dataset: a 2-piece molecular cluster, C3H10NO2 overall (ωB97M-V/def2-TZVPD).

Computed properties:
- LUMO (alpha / beta) (eV) = -10.24 / -13.87
- net charge = +2
- spin multiplicity = 2
- Kohn-Sham gap (alpha / beta) (eV) = 10.114 / 6.475

Positions of all 16 atoms, in Å:
C (-0.521, -0.652, -0.535)
C (-0.426, -0.439, 0.985)
C (-1.321, -1.398, 1.802)
O (-1.564, -2.458, 1.304)
N (0.644, -0.099, -1.302)
H (-1.425, -0.136, -0.854)
H (-0.624, -1.693, -0.822)
H (-0.653, 0.589, 1.261)
H (0.583, -0.643, 1.382)
H (-1.766, -1.084, 2.766)
H (0.424, -0.307, -2.276)
H (1.477, -0.595, -0.991)
H (0.860, 0.980, -1.251)
H (1.797, 2.306, 0.127)
H (1.046, 3.241, -0.806)
O (1.467, 2.388, -0.788)

Energies in kcal/mol, measured from the most stable structure: model a 68.1; model b 0.0.

Model a:
Entry from the OMol25 dataset: a 2-piece molecular cluster, CH2ClO2P overall (ωB97M-V/def2-TZVPD).

Computed properties:
- LUMO (eV) = -1.87
- net charge = 0
- Kohn-Sham gap (eV) = 7.491

Positions of all 7 atoms, in Å:
C (0.052, -0.428, 0.204)
O (0.504, -0.816, 1.478)
O (0.117, -1.690, -0.415)
P (0.801, -2.339, 0.936)
Cl (3.622, -1.914, -0.034)
H (-0.969, -0.034, 0.226)
H (0.731, 0.291, -0.262)

Model b:
Entry from the OMol25 dataset: one molecule with the formula CH2ClO2P (ωB97M-V/def2-TZVPD).

Computed properties:
- LUMO (eV) = 0.53
- SMILES string = O=C(Cl)OP
- net charge = 0
- Kohn-Sham gap (eV) = 10.168

Positions of all 7 atoms, in Å:
O (2.541, 1.614, 0.281)
C (2.716, 0.484, 0.027)
Cl (4.081, -0.463, 0.043)
O (1.507, -0.419, -0.405)
P (0.121, 0.468, -0.653)
H (-0.187, 0.699, 0.701)
H (-0.630, -0.711, -0.666)

Energies in kcal/mol, measured from the most stable structure: model a 7.5; model b 0.0.

Model a:
Entry from the OMol25 dataset: a 2-piece molecular cluster, C2H10NOS overall (ωB97M-V/def2-TZVPD).

Computed properties:
- LUMO (eV) = -3.53
- net charge = +1
- Kohn-Sham gap (eV) = 9.862

Positions of all 15 atoms, in Å:
C (0.833, -0.376, 0.765)
C (1.215, 0.993, 1.271)
S (2.160, 1.815, -0.146)
N (-0.093, -0.402, -0.511)
H (0.229, -0.959, 1.558)
H (1.583, -1.155, 0.620)
H (1.787, 0.815, 2.212)
H (0.474, 1.711, 1.658)
H (1.133, 2.663, -0.209)
H (-0.858, 0.238, -0.438)
H (-0.554, -1.316, -0.340)
H (0.449, -0.510, -1.390)
H (-2.574, -0.433, -1.952)
H (-3.187, -1.857, -1.766)
O (-2.597, -1.224, -1.334)

Model b:
Entry from the OMol25 dataset: a 2-piece molecular cluster, C2H10NOS overall (ωB97M-V/def2-TZVPD).

Computed properties:
- LUMO (eV) = -3.60
- net charge = +1
- Kohn-Sham gap (eV) = 9.049

Positions of all 15 atoms, in Å:
C (-0.022, -0.141, -1.044)
C (0.427, 1.088, -0.282)
S (-0.056, 2.660, -1.141)
N (0.237, -1.376, -0.226)
H (0.577, -0.174, -1.941)
H (-1.079, -0.117, -1.260)
H (1.500, 1.095, -0.506)
H (0.406, 1.328, 0.765)
H (-0.450, 2.078, -2.282)
H (0.126, -2.259, -0.745)
H (-0.457, -1.395, 0.541)
H (1.143, -1.300, 0.238)
H (-1.562, -0.632, 2.574)
H (-0.140, -0.335, 3.055)
O (-0.653, -0.520, 2.254)

Energies in kcal/mol, measured from the most stable structure: model a 9.1; model b 0.0.